No. 1
Formula: C3H6N2O
Source: the OMol25 dataset
Level of theory: ωB97M-V with the def2-TZVPD basis set

The geometry in XYZ format:
```
12
Properties=species:S:1:pos:R:3:forces:R:3
N -1.610 -1.029 -1.159 -0.20 0.51 0.79
C -1.494 -0.206 -0.351 -0.71 -0.87 -0.84
C -1.848 0.835 0.629 0.05 0.48 0.18
O -1.201 1.803 0.923 -0.23 -0.67 -0.22
H -2.854 0.625 1.018 -0.01 0.16 0.23
C 1.634 -0.626 0.116 0.28 -0.09 0.04
N 0.952 0.308 -0.744 0.36 0.18 -0.42
H 1.010 -1.313 0.720 -0.05 0.27 -0.17
H 2.287 -0.078 0.801 -0.03 -0.13 -0.07
H 2.265 -1.243 -0.530 0.10 -0.10 0.27
H 0.606 1.164 -0.339 -0.04 -0.14 0.06
H 0.325 -0.126 -1.403 0.50 0.41 0.13
```
Forces are in eV/Å.

Results
SMILES = N#CC=O.CN
HOMO level = -0.3241 hartree
ΔE to the lowest compared entry with this formula, charge and spin = 65.3 kcal/mol
Frontier orbital gap = 7.8807 eV

Löwdin population analysis, charges in e, atoms 1 to 5: 0.187 -0.185 -0.222 0.089 0.130

=====

No. 2
Formula: C3H6N2O
Source: the OMol25 dataset
Level of theory: ωB97M-V with the def2-TZVPD basis set

The geometry in XYZ format:
```
12
Properties=species:S:1:pos:R:3:forces:R:3
O 2.230 -1.003 1.048 -0.68 -2.00 -0.10
N 1.628 0.110 0.644 0.07 -1.12 0.25
C 0.448 0.142 0.118 0.85 0.09 0.38
C -0.566 1.131 -0.410 0.25 0.36 0.06
N -1.567 0.035 -0.403 0.01 0.04 -0.15
C -0.531 -0.991 -0.107 0.32 -0.14 0.13
H 2.512 0.497 1.011 -1.12 2.63 -0.84
H -0.314 1.521 -1.407 -0.02 -0.06 0.16
H -0.822 1.969 0.248 0.05 -0.10 -0.09
H -2.036 -0.097 -1.293 0.14 0.04 0.17
H -0.265 -1.644 -0.952 0.02 0.14 0.16
H -0.757 -1.618 0.763 0.12 0.13 -0.12
```
Forces are in eV/Å.

Results
SMILES = [O-][NH+]=C1CNC1
HOMO level = -0.3148 hartree
ΔE to the lowest compared entry with this formula, charge and spin = 127.4 kcal/mol
Frontier orbital gap = 9.4113 eV

Löwdin population analysis, charges in e, atoms 1 to 5: -0.178 -0.069 -0.186 -0.134 -0.047

=====

No. 3
Formula: C3H6N2O
Source: the OMol25 dataset
Level of theory: ωB97M-V with the def2-TZVPD basis set

The geometry in XYZ format:
```
12
Properties=species:S:1:pos:R:3:forces:R:3
C -0.294 1.444 -2.095 -1.99 -1.97 2.22
N -0.598 0.668 -1.065 -0.84 2.76 -3.19
N 0.411 0.077 -0.477 0.33 -1.41 2.98
C 0.327 -0.512 0.814 0.64 -0.92 -0.77
C -1.031 -0.696 1.411 -1.47 0.76 0.71
O 1.308 -1.011 1.368 -1.14 1.30 -1.23
H 0.717 1.560 -2.383 1.08 0.23 -0.43
H -1.095 1.892 -2.696 0.33 -0.23 0.57
H 1.327 0.202 -0.809 1.56 0.20 -0.57
H -1.084 -1.761 1.666 -0.28 0.30 -0.10
H -1.974 -0.297 0.939 1.38 -0.74 -0.32
H -1.055 -0.139 2.355 0.39 -0.28 0.12
```
Forces are in eV/Å.

Results
SMILES = C=NNC(C)=O
HOMO level = -0.3436 hartree
ΔE to the lowest compared entry with this formula, charge and spin = 47.7 kcal/mol
Frontier orbital gap = 10.1988 eV

Löwdin population analysis, charges in e, atoms 1 to 5: -0.008 -0.040 -0.001 -0.461 -0.023

=====

No. 4
Formula: C3H6N2O
Source: the OMol25 dataset
Level of theory: ωB97M-V with the def2-TZVPD basis set

The geometry in XYZ format:
```
12
Properties=species:S:1:pos:R:3:forces:R:3
N 1.785 -0.054 -0.315 0.05 0.06 0.06
C 0.941 0.827 0.286 0.01 0.12 0.03
O 1.279 1.919 0.710 -0.15 -0.33 -0.20
C -0.478 0.331 0.437 0.03 0.15 0.22
C -1.360 -0.169 -0.654 -0.12 0.09 -0.22
N -0.672 -1.101 0.223 -0.11 -0.21 0.15
H 2.774 0.131 -0.233 -0.15 0.02 -0.12
H 1.468 -1.007 -0.429 0.03 0.12 0.07
H -0.983 0.830 1.260 0.08 -0.15 -0.05
H -1.037 -0.162 -1.692 0.07 0.00 0.20
H -2.432 -0.031 -0.510 0.25 0.05 -0.05
H -1.286 -1.513 0.917 0.00 0.08 -0.08
```
Forces are in eV/Å.

Results
SMILES = NC(=O)[C@H]1CN1
HOMO level = -0.3563 hartree
ΔE to the lowest compared entry with this formula, charge and spin = 27.6 kcal/mol
Frontier orbital gap = 10.6749 eV

Löwdin population analysis, charges in e, atoms 1 to 5: 0.162 -0.514 0.043 -0.226 -0.123

=====

No. 5
Formula: C3H6N2O
Source: the OMol25 dataset
Level of theory: ωB97M-V with the def2-TZVPD basis set

The geometry in XYZ format:
```
12
Properties=species:S:1:pos:R:3:forces:R:3
O 2.266 -0.699 0.953 0.31 0.32 0.09
N 1.591 0.486 0.605 -0.71 -0.42 -0.19
C 0.427 0.210 0.178 1.23 1.76 0.27
C -0.668 1.122 -0.325 -0.16 0.60 -0.21
N -1.599 -0.033 -0.391 0.77 0.10 -1.10
C -0.367 -0.968 -0.053 -5.49 -1.13 1.77
H 3.107 -0.356 1.289 -0.27 -0.21 -0.12
H -0.457 1.550 -1.313 0.18 0.05 0.17
H -1.008 1.917 0.345 0.13 -0.08 -0.07
H -2.022 -0.215 -1.297 0.30 0.33 -0.07
H -0.142 -1.732 -0.765 0.47 -0.41 -0.31
H -1.130 -1.283 0.775 3.20 -0.90 -0.23
```
Forces are in eV/Å.

Results
SMILES = ON=C1CNC1
HOMO level = -0.3281 hartree
ΔE to the lowest compared entry with this formula, charge and spin = 109.6 kcal/mol
Frontier orbital gap = 9.9602 eV

Löwdin population analysis, charges in e, atoms 1 to 5: -0.069 0.046 -0.326 -0.150 -0.071

=====

No. 6
Formula: C3H6N2O
Source: the OMol25 dataset
Level of theory: ωB97M-V with the def2-TZVPD basis set

The geometry in XYZ format:
```
12
Properties=species:S:1:pos:R:3:forces:R:3
O 1.340 -1.941 -1.006 -0.25 4.49 1.77
C 0.801 -0.883 -0.548 -3.05 -3.26 -2.77
C -0.745 -0.945 -0.222 2.92 2.73 4.61
N -1.086 0.428 0.211 -3.14 1.71 -1.67
C 0.113 1.038 0.703 -0.64 -2.75 -1.97
N 1.006 0.487 -0.461 5.30 -0.02 2.16
H -1.419 -1.341 -0.878 -1.38 -1.41 -1.58
H -0.748 -1.275 0.837 -0.26 -1.85 -0.81
H -1.558 1.041 -0.536 1.32 -1.44 1.34
H 0.248 0.621 1.768 0.75 0.91 -1.60
H -0.020 2.077 0.538 0.59 1.02 0.66
H 2.068 0.693 -0.407 -2.16 -0.14 -0.15
```
Forces are in eV/Å.

Results
SMILES = O=C1CNCN1
HOMO level = -0.3246 hartree
ΔE to the lowest compared entry with this formula, charge and spin = 60.5 kcal/mol
Frontier orbital gap = 9.6380 eV

Löwdin population analysis, charges in e, atoms 1 to 5: 0.005 -0.419 -0.095 -0.143 -0.170

=====

No. 7
Formula: C3H6N2O
Source: the OMol25 dataset
Level of theory: ωB97M-V with the def2-TZVPD basis set

The geometry in XYZ format:
```
12
Properties=species:S:1:pos:R:3:forces:R:3
C -0.047 0.855 0.129 2.30 -1.70 -1.99
C -0.561 0.878 1.377 -0.14 0.56 -0.18
N -0.324 -0.409 1.866 -2.52 -2.05 3.11
C 0.106 -1.226 0.895 0.00 1.39 -3.03
N 0.352 -0.478 -0.175 -0.05 0.38 -0.08
H 0.328 1.612 -0.646 -1.42 -0.80 1.67
H -1.198 1.718 1.699 0.77 -0.94 1.00
H -0.683 -0.973 2.697 0.23 2.22 -1.16
H -0.072 -2.328 0.793 0.82 1.21 0.83
O 0.430 0.219 -3.136 -0.04 -1.03 0.39
H 0.463 1.075 -3.523 0.07 1.09 -0.35
H 0.543 0.312 -2.179 -0.01 -0.33 -0.21
```
Forces are in eV/Å.

Results
SMILES = c1c[nH]cn1.O
HOMO level = -0.3437 hartree
ΔE to the lowest compared entry with this formula, charge and spin = 46.5 kcal/mol
Frontier orbital gap = 10.0997 eV

Löwdin population analysis, charges in e, atoms 1 to 5: -0.153 -0.119 0.007 -0.219 0.015

=====

No. 8
Formula: C3H6N2O
Source: the OMol25 dataset
Level of theory: ωB97M-V with the def2-TZVPD basis set

The geometry in XYZ format:
```
12
Properties=species:S:1:pos:R:3:forces:R:3
N -1.849 2.162 -0.016 0.85 -0.72 0.42
C -1.006 1.429 0.288 -0.69 0.64 -0.27
C 0.069 0.453 0.523 0.30 -0.01 -0.52
N -0.435 -0.702 1.253 -0.10 -0.26 -0.20
C 0.682 0.101 -0.914 -0.24 0.40 0.46
O 1.073 -1.242 -1.011 -0.06 -0.27 0.31
H 0.840 0.929 1.143 -0.10 -0.06 -0.22
H -1.413 -0.884 1.061 0.08 -0.01 -0.04
H 0.110 -1.527 0.997 -0.18 0.29 0.63
H -0.050 0.369 -1.691 0.13 -0.14 0.16
H 1.585 0.702 -1.054 -0.20 -0.04 -0.06
H 0.395 -1.789 -0.580 0.21 0.17 -0.67
```
Forces are in eV/Å.

Results
SMILES = N#C[C@@H](N)CO
HOMO level = -0.3809 hartree
ΔE to the lowest compared entry with this formula, charge and spin = 41.6 kcal/mol
Frontier orbital gap = 10.9097 eV

Löwdin population analysis, charges in e, atoms 1 to 5: 0.158 -0.192 -0.341 0.044 -0.203

=====

No. 9
Formula: C3H6N2O
Source: the OMol25 dataset
Level of theory: ωB97M-V with the def2-TZVPD basis set

The geometry in XYZ format:
```
12
Properties=species:S:1:pos:R:3:forces:R:3
N -0.465 -1.646 0.766 -0.05 0.00 -0.04
C -0.606 -0.312 0.894 -0.10 0.21 0.06
O -1.250 0.274 1.729 0.31 -0.22 -0.30
N 0.147 0.439 -0.136 -0.19 -0.35 0.19
C -0.115 1.730 -0.245 -0.13 0.49 -0.09
C 0.962 -0.203 -1.026 0.28 0.01 -0.10
H -0.096 -2.013 -0.101 -0.05 0.09 0.09
H -0.997 -2.237 1.385 0.09 0.15 -0.08
H -1.065 2.135 0.067 0.11 -0.14 0.21
H 0.640 2.346 -0.713 -0.18 -0.10 -0.13
H 1.078 0.307 -1.973 0.14 -0.01 0.14
H 1.768 -0.821 -0.647 -0.23 -0.12 0.05
```
Forces are in eV/Å.

Results
HOMO level (spin up / spin down) = -0.2712 / -0.2794 hartree
ΔE to the lowest compared entry with this formula, charge and spin = 65.8 kcal/mol
Frontier orbital gap (spin up / spin down) = 7.5432 / 7.9897 eV

Löwdin population analysis, charges in e, atoms 1 to 5: 0.180 -0.516 0.088 -0.207 0.040

=====

No. 10
Formula: C3H6N2O
Source: the OMol25 dataset
Level of theory: ωB97M-V with the def2-TZVPD basis set

The geometry in XYZ format:
```
12
Properties=species:S:1:pos:R:3:forces:R:3
C 1.701 -0.363 -0.104 -0.50 0.02 -0.02
C 0.471 0.040 -0.560 1.15 -0.60 -0.31
N -0.333 0.038 0.540 0.07 0.34 -0.15
C 0.441 -0.311 1.614 -0.55 0.27 -0.33
N 1.665 -0.569 1.253 0.14 -0.14 0.17
H 2.577 -0.576 -0.685 0.19 0.10 -0.04
H 0.167 0.205 -1.580 -0.37 0.18 0.22
H -1.246 0.445 0.521 -0.33 -0.12 0.27
H 0.009 -0.344 2.600 0.20 -0.06 0.12
O -2.607 0.706 -1.971 -0.17 0.19 0.36
H -3.348 0.298 -1.506 0.10 -0.03 -0.17
H -2.765 1.654 -1.869 0.07 -0.14 -0.13
```
Forces are in eV/Å.

Results
SMILES = c1c[nH]cn1.O
HOMO level = -0.3179 hartree
ΔE to the lowest compared entry with this formula, charge and spin = 20.7 kcal/mol
Frontier orbital gap = 9.0314 eV

Löwdin population analysis, charges in e, atoms 1 to 5: -0.169 -0.129 0.036 -0.221 0.038